One molecule with the formula C4H2N2OS at a distorted geometry. Source: OMol25; level of theory: ωB97M-V with the def2-TZVPD basis set.

Structure (XYZ):
```
10
Properties=species:S:1:pos:R:3:lowdin_charge:R:1
O 1.331 -2.665 0.921 -0.015
C 0.506 -1.680 0.416 -0.147
C -0.633 -0.918 1.132 -0.094
N -0.879 0.258 0.887 0.011
C -0.227 0.820 -0.241 -0.864
S -0.606 2.423 -0.442 0.784
N 0.448 0.126 -1.222 0.060
C 0.729 -1.115 -0.990 -0.023
H -1.491 -1.175 1.901 0.169
H 1.298 -1.600 -1.760 0.120
```

For the HOMO energy, the calculation gives -9.49 eV. The molar mass comes out at 126.14 g mol⁻¹. The calculation puts the lowest unoccupied orbital energy at -2.877 eV. The calculation puts the HOMO-LUMO gap at 6.614 eV. Its SMILES is O=C1C=NC(=S)N=C1.

A 6-piece molecular cluster, C12H18N6 overall at a distorted geometry. Source: OMol25; level of theory: ωB97M-V with the def2-TZVPD basis set.

Structure (XYZ):
```
36
Properties=species:S:1:pos:R:3:lowdin_charge:R:1
C 0.550 -1.388 0.995 -0.064
C -0.574 -1.611 1.976 -0.261
N -1.434 -1.738 2.748 0.104
H 0.824 -0.342 0.852 0.072
H 0.134 -1.749 0.054 0.071
H 1.461 -1.884 1.328 0.076
C 0.101 -6.415 -1.272 -0.070
C 1.081 -6.164 -0.210 -0.292
N 1.839 -5.976 0.626 0.122
H 0.641 -7.002 -2.015 0.079
H -0.260 -5.483 -1.706 0.081
H -0.720 -7.020 -0.886 0.082
C 2.355 3.441 -2.875 -0.076
C 3.168 2.379 -2.266 -0.277
N 3.931 1.595 -1.866 0.114
H 3.049 4.016 -3.487 0.081
H 1.973 4.063 -2.065 0.078
H 1.507 3.144 -3.492 0.080
C 5.293 0.141 3.683 -0.075
C 4.407 -0.650 4.559 -0.283
N 3.668 -1.235 5.198 0.125
H 4.696 0.972 3.307 0.078
H 5.811 -0.392 2.885 0.081
H 6.080 0.614 4.271 0.075
C -5.675 -0.370 0.237 -0.069
C -4.826 -1.279 -0.560 -0.286
N -4.153 -1.974 -1.152 0.118
H -5.096 0.525 0.466 0.079
H -5.870 -0.779 1.228 0.079
H -6.640 -0.210 -0.244 0.078
C -3.129 5.851 -1.943 -0.070
C -2.505 4.714 -1.227 -0.281
N -2.011 3.844 -0.656 0.116
H -2.515 6.741 -1.809 0.079
H -4.178 5.984 -1.680 0.082
H -2.982 5.639 -3.003 0.076
```

For the HOMO energy, the calculation gives -11.22 eV. The molar mass comes out at 246.32 g mol⁻¹. The calculation puts the lowest unoccupied orbital energy at 0.249 eV. The calculation puts the HOMO-LUMO gap at 11.469 eV. Its SMILES is CC#N.CC#N.CC#N.CC#N.CC#N.CC#N.

C42H42N11O4S4Sm as an isolated structure. Source: OMol25; level of theory: ωB97M-V with the def2-TZVPD basis set.

Structure (XYZ):
```
104
Properties=species:S:1:pos:R:3:lowdin_spin:R:1
Sm -0.353 0.027 -0.294 5.051
S 0.671 -2.493 3.956 -0.001
C -0.541 -1.266 4.198 0.000
C -1.135 -0.878 5.387 0.000
C -2.086 0.134 5.357 0.000
C -2.419 0.735 4.148 0.000
C -1.816 0.346 2.960 0.001
C -0.857 -0.665 2.976 0.000
N -0.168 -1.169 1.868 -0.008
C 0.683 -2.161 2.217 0.000
C 1.514 -2.868 1.366 0.000
C 2.567 -3.697 1.848 0.000
C 3.582 -4.124 1.053 0.000
C 3.629 -3.651 -0.315 0.000
C 2.599 -2.999 -0.878 0.000
C 1.297 -2.804 -0.136 -0.001
H -0.865 -1.357 6.320 0.000
H -2.565 0.452 6.273 0.000
H -3.164 1.521 4.125 0.000
H -2.117 0.819 2.033 0.000
H 2.593 -3.943 2.905 0.000
H 4.390 -4.721 1.451 0.000
H 4.529 -3.823 -0.897 0.000
H 2.644 -2.641 -1.902 0.000
O 0.609 2.931 3.296 0.000
C 0.447 4.126 2.699 0.000
C 0.541 5.252 3.521 0.000
C 0.387 6.516 2.994 0.000
C 0.133 6.690 1.634 0.000
C 0.040 5.581 0.820 0.000
C 0.201 4.286 1.324 0.000
C 0.102 3.109 0.421 0.000
O 0.128 1.924 0.950 -0.006
N -0.022 3.358 -0.857 0.001
N -0.460 2.256 -1.592 -0.005
C -0.350 2.432 -2.850 0.000
S -1.071 1.331 -4.007 0.001
C -0.730 2.382 -5.439 0.000
C 0.583 3.089 -5.176 0.000
S 0.487 3.836 -3.524 0.000
H 0.418 2.239 2.629 0.000
H 0.729 5.095 4.575 0.000
H 0.456 7.377 3.648 0.000
H -0.003 7.682 1.224 0.000
H -0.167 5.684 -0.237 0.000
H -1.542 3.097 -5.565 0.000
H -0.675 1.733 -6.313 0.000
H 0.760 3.890 -5.898 0.000
H 1.404 2.368 -5.181 0.000
S -2.978 0.619 -0.649 -0.014
C -3.623 -0.987 -0.405 0.000
N -4.908 -1.159 -0.354 -0.001
N -5.413 -2.312 0.145 -0.001
C -5.008 -3.052 1.280 0.000
C -4.126 -2.559 2.242 0.000
C -3.831 -3.319 3.360 0.000
C -4.409 -4.571 3.549 0.000
C -5.303 -5.047 2.603 0.000
C -5.602 -4.294 1.475 0.000
N -2.876 -2.171 -0.287 0.002
N -1.651 -2.177 -0.462 -0.006
C -1.147 -3.532 -0.629 -0.001
C 0.219 -3.815 -0.536 0.000
C 0.629 -5.134 -0.733 0.000
C -0.270 -6.142 -1.018 0.000
C -1.623 -5.846 -1.130 0.000
C -2.053 -4.549 -0.943 0.000
H -6.375 -2.432 -0.116 0.000
H -3.668 -1.584 2.127 0.000
H -3.138 -2.923 4.093 0.000
H -4.164 -5.162 4.421 0.000
H -5.765 -6.017 2.732 0.000
H -6.291 -4.677 0.730 0.000
H 0.952 -1.823 -0.419 -0.001
H 1.683 -5.361 -0.648 0.000
H 0.083 -7.155 -1.163 0.000
H -2.341 -6.619 -1.373 0.000
H -3.099 -4.301 -1.042 0.000
N 2.366 0.493 -0.148 -0.002
C 2.640 1.095 -1.453 0.000
C 4.092 1.292 -1.841 0.000
C 4.735 2.612 -1.434 0.000
C 5.806 3.013 -2.449 0.000
N 5.164 3.295 -3.752 0.000
C 4.934 2.436 -4.735 0.000
N 5.567 1.263 -4.814 0.000
N 4.106 2.781 -5.728 0.000
C 1.924 0.284 -2.567 0.000
O 2.370 0.305 -3.719 -0.001
O 0.879 -0.332 -2.181 -0.010
H 2.590 1.121 0.614 0.000
H 2.900 -0.366 -0.026 0.000
H 2.158 2.080 -1.462 0.000
H 4.019 1.254 -2.919 0.000
H 4.704 0.440 -1.521 0.000
H 5.159 2.589 -0.428 0.000
H 3.974 3.401 -1.438 0.000
H 6.566 2.243 -2.583 0.000
H 6.330 3.921 -2.157 0.000
H 4.598 4.130 -3.764 0.000
H 5.956 0.872 -3.972 0.000
H 5.211 0.580 -5.463 0.000
H 3.526 3.597 -5.631 0.000
H 3.764 2.068 -6.350 0.000
```

For the HOMO energy (alpha / beta), the calculation gives -5.66 / -5.66 eV. The molar mass comes out at 1043.50 g mol⁻¹. The multiplicity is 6. The calculation puts the lowest unoccupied orbital energy (alpha / beta) at -0.770 / -0.770 eV. The calculation puts the HOMO-LUMO gap (alpha / beta) at 4.890 / 4.894 eV. Its expectation value of S² is 8.757.

A 2-piece molecular cluster, C36H44F7N2O8 overall at a distorted geometry. Source: OMol25; level of theory: ωB97M-V with the def2-TZVPD basis set.

Structure (XYZ):
```
97
Properties=species:S:1:pos:R:3:lowdin_charge:R:1
C 4.807 -3.518 4.685 -0.104
C 4.088 -2.466 3.627 -0.257
O 4.641 -2.515 2.263 -0.226
C 4.425 -3.819 1.618 -0.204
C 2.845 -4.239 1.427 -0.160
C 2.558 -4.360 -0.213 -0.193
C 2.059 -2.864 -0.706 -0.186
C 0.980 -2.940 -1.982 -0.123
C -0.276 -1.904 -1.814 0.028
C 0.095 -0.283 -2.012 0.047
C 1.693 0.116 -2.301 -0.195
C 2.215 0.165 -3.841 -0.006
C 3.764 0.487 -4.345 0.004
C 4.770 0.748 -3.033 -0.028
C 4.048 0.678 -1.575 -0.112
N 2.642 0.380 -1.182 0.035
C -1.069 0.909 -1.892 0.075
C -0.787 2.514 -2.047 -0.158
O 0.238 2.883 -3.036 -0.159
C 1.031 4.022 -2.464 -0.128
C 0.314 5.414 -1.882 0.001
C 1.251 6.639 -1.244 -0.048
C 2.913 6.556 -1.154 -0.066
C 3.618 5.197 -1.741 -0.063
C 2.688 4.003 -2.371 0.004
C -2.599 0.328 -1.546 0.028
C -3.764 1.478 -1.370 -0.150
C -3.524 2.452 -0.031 -0.129
C -3.640 4.032 -0.473 -0.222
O -4.707 4.703 0.284 -0.243
C -4.245 4.950 1.664 -0.110
C -2.875 -1.311 -1.356 0.027
C -4.427 -1.712 -0.978 -0.050
C -4.671 -1.502 0.664 -0.188
O -5.208 -0.176 1.007 -0.062
C -5.823 -2.603 1.171 -0.183
F -5.387 -4.013 1.021 0.014
F -6.217 -2.419 2.591 0.026
F -7.093 -2.481 0.363 0.008
N -1.724 -2.332 -1.491 0.006
C -2.102 -3.773 -1.252 -0.112
O -2.535 -4.079 0.132 -0.018
C -1.392 -4.217 1.047 -0.220
F -0.577 -2.991 1.224 0.039
F -0.524 -5.416 0.747 0.033
F -1.982 -4.515 2.406 0.038
H 4.841 -3.025 5.746 0.085
H 5.920 -3.677 4.297 0.097
H 4.287 -4.570 4.652 0.078
H 4.341 -1.377 4.045 0.132
H 2.899 -2.528 3.661 0.114
H 4.959 -3.756 0.554 0.134
H 4.970 -4.722 2.173 0.130
H 2.601 -5.313 1.883 0.128
H 2.078 -3.473 1.876 0.090
H 1.713 -5.126 -0.475 0.089
H 3.534 -4.686 -0.809 0.124
H 3.045 -2.315 -1.096 0.117
H 1.640 -2.188 0.156 0.093
H 0.701 -4.054 -2.190 0.108
H 1.624 -2.593 -2.926 0.131
H 1.409 -0.053 -4.687 0.108
H 4.121 0.506 -5.459 0.100
H 5.918 0.991 -3.168 0.102
H 4.782 0.906 -0.659 0.121
H -0.487 2.905 -0.959 0.149
H -1.755 3.153 -2.330 0.139
H -0.845 5.574 -1.866 0.079
H 0.782 7.644 -0.809 0.093
H 3.581 7.420 -0.681 0.097
H 4.809 5.140 -1.686 0.098
H 3.218 3.054 -2.806 0.053
H -3.758 2.122 -2.375 0.126
H -4.852 1.066 -1.261 0.107
H -2.443 2.207 0.374 0.087
H -4.318 2.270 0.809 0.118
H -3.869 4.172 -1.636 0.135
H -2.563 4.508 -0.320 0.115
H -4.691 4.106 2.365 0.103
H -4.708 6.000 1.980 0.117
H -3.079 4.904 1.758 0.085
H -4.717 -2.824 -1.191 0.122
H -5.187 -1.054 -1.622 0.157
H -3.688 -1.702 1.271 0.171
H -5.071 -0.089 2.004 0.141
H -1.301 -4.569 -1.539 0.155
H -3.044 -3.994 -1.951 0.180
C 0.740 0.968 1.872 -0.075
C 0.554 0.772 3.338 -0.326
O -0.184 1.907 3.731 0.159
C -0.912 2.255 2.633 -0.484
O -1.868 3.012 2.657 0.133
O -0.444 1.646 1.501 0.031
F 1.742 0.792 3.982 0.087
H 1.606 1.594 1.635 0.152
H 0.834 0.021 1.334 0.124
H 0.001 -0.136 3.603 0.178
```

For the HOMO energy, the calculation gives -10.64 eV. The molar mass comes out at 765.74 g mol⁻¹. As for the net charge: +1. The calculation puts the lowest unoccupied orbital energy at -4.752 eV. The calculation puts the HOMO-LUMO gap at 5.885 eV.

C23H21MnN5O as an isolated structure at a distorted geometry. Source: OMol25; level of theory: ωB97M-V with the def2-TZVPD basis set.

Structure (XYZ):
```
51
Properties=species:S:1:pos:R:3:lowdin_spin:R:1
Mn 11.439 5.938 7.140 4.579
C 13.993 5.207 4.970 0.010
C 14.328 5.093 6.415 0.020
C 15.643 4.831 6.734 0.000
C 15.932 4.348 8.019 0.012
C 14.939 4.443 9.016 0.000
C 13.689 4.873 8.658 0.012
N 13.368 5.250 7.375 0.039
C 12.628 5.050 9.637 0.016
C 12.764 4.743 10.966 0.001
C 11.557 4.602 11.700 0.012
C 10.316 4.840 11.066 0.001
C 10.356 5.228 9.703 0.018
N 11.488 5.409 9.069 0.059
C 9.170 5.272 8.880 0.011
C 7.900 4.867 9.302 0.001
C 6.884 4.698 8.364 0.009
C 7.217 4.947 7.038 0.000
C 8.538 5.182 6.616 0.019
C 8.781 4.985 5.189 0.011
N 9.468 5.381 7.547 0.038
H 14.739 4.577 4.425 0.001
H 14.132 6.245 4.624 0.001
H 12.984 4.866 4.706 0.005
H 16.382 5.012 5.959 0.000
H 16.947 4.031 8.295 0.001
H 15.157 4.187 10.024 0.000
H 13.727 4.641 11.328 0.000
H 11.603 4.400 12.782 0.001
H 9.351 4.704 11.576 0.000
H 7.737 4.588 10.331 0.000
H 5.897 4.356 8.678 0.000
H 6.358 4.957 6.291 0.000
H 8.009 5.363 4.555 0.001
H 8.959 3.911 4.979 0.001
H 9.708 5.502 4.865 0.007
N 14.971 10.105 7.562 0.000
C 13.839 10.765 7.262 0.000
O 13.828 12.017 7.301 -0.001
C 12.648 9.991 6.927 0.001
C 11.529 10.697 6.406 0.014
C 10.393 9.968 6.121 0.000
C 10.394 8.557 6.325 0.027
N 11.448 7.879 6.837 0.052
C 12.549 8.656 7.120 0.020
H 15.818 10.684 7.640 0.000
H 15.136 9.211 7.123 0.000
H 11.609 11.761 6.218 0.001
H 9.507 10.389 5.687 0.000
H 9.521 7.972 6.089 0.003
H 13.314 8.121 7.640 0.002
```

For the HOMO energy (alpha / beta), the calculation gives -14.81 / -14.82 eV. The molar mass comes out at 438.39 g mol⁻¹. As for the net charge: +2. The multiplicity is 6. The calculation puts the lowest unoccupied orbital energy (alpha / beta) at -6.644 / -6.996 eV. The calculation puts the HOMO-LUMO gap (alpha / beta) at 8.170 / 7.820 eV. Its expectation value of S² is 8.759.

A 2-piece molecular cluster, C2H7NOSi overall at a distorted geometry. Source: OMol25; level of theory: ωB97M-V with the def2-TZVPD basis set.

Structure (XYZ):
```
12
Properties=species:S:1:pos:R:3:lowdin_spin:R:1
C -2.036 1.441 0.026 0.854
C -1.042 0.888 0.593 0.835
N 0.160 -1.403 -0.607 0.024
O 3.586 -0.610 -0.754 0.000
Si -0.677 -0.894 0.656 0.132
H -2.315 2.451 0.068 0.053
H -2.806 0.981 -0.490 0.055
H -0.316 1.559 1.246 0.026
H 0.387 -2.373 -0.587 0.004
H 2.619 -0.677 -0.612 0.000
H 3.674 0.076 -1.472 0.000
H -1.233 -1.441 1.934 0.016
```

For the HOMO energy (alpha / beta), the calculation gives -6.04 / -10.20 eV. The molar mass comes out at 89.17 g mol⁻¹. The multiplicity is 3. The calculation puts the lowest unoccupied orbital energy (alpha / beta) at 0.095 / -3.278 eV. The calculation puts the HOMO-LUMO gap (alpha / beta) at 6.135 / 6.921 eV. Its expectation value of S² is 2.005.